[1]
Formula: C2H3ClSi
Source: the Open Molecules 2025 dataset
Level of theory: wB97M-V/def2-TZVPD

The geometry in ORCA input format:
```
! RIJCOSX wB97M-V def2-TZVPD def2/J DEFGRID3
* xyz 0 1
C -0.004 -0.838 0.291
C -0.709 0.300 0.594
Si 0.604 0.561 -0.675
Cl -1.854 0.533 1.900
H -0.069 -1.815 0.722
H 1.939 1.062 -0.471
H 0.091 0.198 -2.360
*
```

Values from the calculation:
**Gap between HOMO and LUMO**: 9.88 eV
**E_HOMO**: -9.7 eV
**Energy above the lowest of the compared OMol25 structures with the same formula, charge and spin**: 58.4 kcal per mole

Atom charges from the Mulliken analysis, given in e for atoms 1 to 5:
1. C -0.2394
2. C -0.1755
3. Si 0.2131
4. Cl -0.1424
5. H 0.4313

---

[2]
Formula: C15H25LaO4P
Source: the Open Molecules 2025 dataset
Level of theory: wB97M-V/def2-TZVPD

The geometry in ORCA input format:
```
! RIJCOSX wB97M-V def2-TZVPD def2/J DEFGRID3
* xyz 3 1
La 0.034 0.195 -3.610
O 0.153 2.914 -1.318
C 0.087 1.919 -1.930
C -0.233 -1.764 -2.073
O -0.360 -2.861 -1.677
C 2.052 0.201 -2.215
O 3.146 0.241 -1.814
C -1.972 0.319 -2.204
O -3.043 0.416 -1.759
C 0.030 1.000 -6.750
H -0.865 1.627 -6.805
H 0.980 1.540 -6.783
C -0.034 -0.347 -6.813
H 0.860 -0.970 -6.898
H -0.984 -0.879 -6.919
C 1.106 -2.857 1.299
C 0.043 -1.840 1.751
C 0.315 -1.564 3.230
P -0.156 -0.326 0.624
C -1.807 0.441 1.199
C -2.249 0.177 2.635
C -1.928 1.921 0.880
C 1.101 0.905 1.353
C 0.781 1.510 2.745
C 2.458 0.242 1.421
H 2.141 -2.485 1.438
H 0.938 -3.163 0.262
H 0.973 -3.746 1.946
H -0.926 -2.346 1.627
H 1.364 -1.274 3.364
H -0.311 -0.801 3.698
H 0.191 -2.480 3.830
H -2.497 -0.118 0.549
H -1.683 0.762 3.380
H -3.305 0.481 2.744
H -2.206 -0.889 2.889
H -1.458 2.169 -0.066
H -2.995 2.183 0.795
H -1.481 2.569 1.646
H 1.122 1.744 0.642
H 0.840 0.753 3.548
H 1.542 2.282 2.986
H -0.210 1.977 2.780
H 2.711 -0.302 0.515
H 3.239 0.997 1.603
H 2.496 -0.471 2.251
*
```

Values from the calculation:
**Gap between HOMO and LUMO (spin up / spin down)**: 5.17 / 4.93 eV
**E_HOMO (spin up / spin down)**: -18.8 / -18.5 eV

Atom charges from the Mulliken analysis, given in e for atoms 1 to 5:
1. La 1.5627
2. O -0.0443
3. C 0.1233
4. C 0.1041
5. O -0.1413

---

[3]
Formula: C4H9N
Source: the Open Molecules 2025 dataset
Level of theory: wB97M-V/def2-TZVPD

The geometry in ORCA input format:
```
! RIJCOSX wB97M-V def2-TZVPD def2/J DEFGRID3
* xyz 0 1
C -0.603 -0.297 1.814
C 0.559 -0.210 -0.193
C 0.940 0.559 -1.450
C -0.359 -0.233 -1.396
H -0.143 -1.245 2.052
H -0.842 0.156 2.793
H -1.606 -0.456 1.300
H -0.208 1.385 0.830
H 1.137 -1.085 0.053
H 1.710 0.139 -2.029
H 0.806 1.612 -1.538
H -1.308 0.281 -1.297
H -0.419 -1.139 -2.005
N 0.335 0.534 1.066
*
```

Values from the calculation:
**Gap between HOMO and LUMO**: 10.26 eV
**E_HOMO**: -9.0 eV
**SMILES string**: CNC1CC1
**Energy above the lowest of the compared OMol25 structures with the same formula, charge and spin**: 29.4 kcal per mole

Atom charges from the Mulliken analysis, given in e for atoms 1 to 5:
1. C -0.8435
2. C -0.1852
3. C -0.6432
4. C -0.4180
5. H 0.3150

---

[4]
Formula: C3H3NO3
Source: the Open Molecules 2025 dataset
Level of theory: wB97M-V/def2-TZVPD

The geometry in ORCA input format:
```
! RIJCOSX wB97M-V def2-TZVPD def2/J DEFGRID3
* xyz 0 1
N -0.885 -1.064 0.773
C -0.173 -0.192 0.090
O -0.895 0.183 -1.005
C -0.224 1.099 -1.784
O -0.690 1.530 -2.791
C 1.773 -0.405 2.074
O 2.625 0.317 1.863
H -1.813 -1.383 0.507
H 0.753 1.349 -1.345
H -0.472 -1.433 1.619
*
```

Values from the calculation:
**Gap between HOMO and LUMO**: 10.52 eV
**E_HOMO**: -9.6 eV
**Energy above the lowest of the compared OMol25 structures with the same formula, charge and spin**: 53.1 kcal per mole

Atom charges from the Mulliken analysis, given in e for atoms 1 to 5:
1. N -0.0977
2. C -0.2377
3. O -0.2642
4. C 0.2599
5. O -0.4422

---

[5]
Formula: C2H3NO2
Source: the Open Molecules 2025 dataset
Level of theory: wB97M-V/def2-TZVPD

The geometry in ORCA input format:
```
! RIJCOSX wB97M-V def2-TZVPD def2/J DEFGRID3
* xyz 0 3
C 0.334 -1.106 -0.364
C -0.529 2.095 0.499
N -0.090 -0.206 0.373
O -0.766 2.277 1.597
O 0.506 -0.816 -1.626
H 0.631 -2.062 0.079
H 0.226 0.059 -1.885
H -0.312 -0.241 1.327
*
```

Values from the calculation:
**Gap between HOMO and LUMO (spin up / spin down)**: 5.57 / 7.97 eV
**E_HOMO (spin up / spin down)**: -4.7 / -10.6 eV
**Energy above the lowest of the compared OMol25 structures with the same formula, charge and spin**: 81.6 kcal per mole

Atom charges from the Mulliken analysis, given in e for atoms 1 to 5:
1. C -0.0223
2. C 0.1863
3. N -0.3193
4. O -0.1892
5. O -0.4975

---

Number 1: maximum force 0.077 Eh/bohr. Number 2: maximum force 0.164 Eh/bohr. Number 3: maximum force 0.041 Eh/bohr. Number 4: maximum force 0.029 Eh/bohr. Number 5: maximum force 0.141 Eh/bohr.